Below is a cluster of 5 separate species, C16H39N3O10 in total at a distorted geometry, with properties calculated with wB97M-V/def2-TZVPD.

The geometry in XYZ format:
```
68
Properties=species:S:1:pos:R:3:forces:R:3:lowdin_charge:R:1
O 2.14221 -3.01015 -0.25911 -0.02 -2.18 0.05 0.09
O -0.54067 0.12186 -1.03103 0.79 0.67 0.03 0.09
O 1.16879 2.26633 3.13435 -0.53 2.23 -1.45 -0.18
O -2.47899 -1.02451 2.63380 -0.77 1.74 1.73 -0.19
O 0.68570 0.62410 0.76724 -0.74 0.39 0.57 0.13
O 3.35344 -3.58765 1.64774 -0.90 -1.51 -0.97 0.04
O 1.72782 0.28980 -1.04756 0.65 -0.07 -1.25 0.16
O 2.28630 1.88506 -4.49652 -2.61 0.64 -0.25 -0.17
O 2.33970 -3.17158 -3.96562 2.15 -0.66 1.24 -0.19
O 1.89496 -1.97097 1.58672 -1.51 -0.45 0.87 0.01
N -3.41148 0.78477 0.00603 0.83 -1.65 0.54 0.02
N 0.87792 -0.50829 -3.70340 -0.52 0.21 -1.58 -0.03
N 1.79120 -0.32085 4.32533 0.97 0.62 0.59 0.06
C -3.11614 1.15773 1.40295 -0.69 0.60 -0.20 -0.39
C -0.46860 -0.39731 5.14283 -0.85 -0.03 -0.28 -0.07
C 2.72647 3.21023 -4.50013 0.61 -0.21 0.23 -0.16
C 2.43031 -3.02229 1.06180 4.39 2.37 2.43 -0.77
C 2.91243 -4.36737 -3.32768 0.09 1.44 -0.08 -0.08
C 0.46539 0.14139 4.05942 -1.34 -0.27 -0.13 -0.45
C 0.66898 0.38348 -0.46578 0.89 -0.78 0.83 -0.78
C -1.86395 -1.69318 1.58152 -0.10 -0.76 -0.88 -0.10
C 0.59614 3.45790 2.49610 0.70 -1.27 0.38 -0.09
C 0.22044 0.60539 -4.49806 0.97 -1.30 1.61 -0.17
C 0.84027 1.96046 -4.17671 1.05 -1.93 0.84 -0.19
C 0.34130 1.66615 4.08820 1.14 -0.53 -0.50 -0.22
C -3.84349 2.51380 1.57300 0.55 -0.70 1.82 -0.07
C 1.02319 -3.05214 -3.50971 -0.89 0.73 -1.37 -0.22
C -3.42603 0.01625 2.45618 -1.25 -0.51 -2.65 -0.16
C 0.29903 -1.76292 -4.11165 0.51 -2.32 -0.21 -0.22
H 2.38017 -5.25580 -3.66753 0.27 -0.20 -0.33 0.08
H -0.22512 3.17864 1.83606 0.38 -0.35 -0.73 0.06
H 0.13671 -0.21116 3.08178 0.13 0.03 -0.08 0.11
H 2.46165 3.74184 -3.58615 -0.22 0.06 0.31 0.08
H -1.51027 -0.34756 4.82574 -0.14 0.03 0.07 0.05
H -0.69287 1.93488 3.87285 -0.28 0.10 0.62 0.12
H -3.61832 3.11789 0.69409 0.24 0.36 0.48 0.07
H 0.19462 -1.98091 -5.17452 1.35 0.61 -0.66 0.10
H 0.20898 2.72889 -4.62292 0.68 0.46 -0.71 0.11
H -2.05256 1.35460 1.53772 0.31 0.14 -0.23 0.11
H -4.92120 2.53981 1.73410 -0.21 -0.74 -0.41 0.07
H 0.85935 2.16156 -3.10559 -0.43 -0.14 0.24 0.11
H -0.25256 -1.44415 5.35631 0.04 -0.02 -0.03 0.08
H 0.99311 -3.15683 -2.42516 -0.28 0.24 0.05 0.10
H -0.37228 0.17252 6.06701 0.15 0.06 0.18 0.07
H -2.03749 -1.28193 0.58710 0.68 0.85 0.16 0.07
H 3.81543 3.16257 -4.49975 0.01 0.32 -0.53 0.09
H 0.79562 2.02822 5.01047 -0.95 0.03 0.89 0.13
H -3.61293 1.54060 -0.63291 -0.21 -0.12 0.33 0.07
H 3.99427 -4.35619 -3.46031 -0.14 -0.22 -0.93 0.08
H -0.83409 -1.83857 1.90763 0.21 0.20 -0.74 0.09
H -3.46727 2.85743 2.53658 0.27 1.09 -0.20 0.07
H 1.44863 -2.45061 0.09793 -2.12 1.80 -2.28 0.05
H -0.78231 -1.82297 -3.98843 -0.62 -0.11 1.34 0.10
H 1.82472 -1.32892 4.37819 -0.06 -0.27 -0.67 0.07
H 0.53883 -0.46117 -2.75319 0.48 0.73 0.14 0.05
H -0.82453 0.48845 -4.21091 -0.54 0.91 -0.34 0.11
H -4.09163 0.03817 -0.00335 -0.11 0.19 -0.47 0.07
H 1.87530 -0.06532 5.29884 0.83 0.19 0.51 0.06
H -2.28730 -2.68022 1.39542 -0.34 -0.50 0.67 0.08
H 2.25667 3.73068 -5.33469 0.45 0.40 -0.28 0.08
H 1.45371 3.94790 2.03506 -0.33 -0.21 -0.51 0.09
H -3.89715 0.36414 3.37548 1.21 0.24 0.51 0.12
H 0.09607 4.23244 3.07757 0.31 -0.17 1.28 0.07
H -4.31737 -0.43437 2.01966 -0.53 -0.45 -0.38 0.10
H 0.32836 0.39695 -5.56250 0.09 -0.09 0.00 0.11
H 2.88124 -4.36914 -2.23814 -0.75 0.48 0.18 0.07
H -1.03107 0.50245 -0.29873 -1.77 -0.24 0.00 0.05
H 0.64223 -3.93030 -4.03107 -1.64 -0.22 0.56 0.10
```
Forces are in eV/Å.

highest occupied orbital energy (spin up / spin down): -6.0 / -4.3 eV
frontier orbital gap (spin up / spin down): 8.32 / 4.02 eV
total charge: -1
E_tot: -1549.468266 Ha
multiplicity: 2
E_LUMO (spin up / spin down): 2.37 / -0.28 eV
max |F|: 5.55 eV Å⁻¹